{"formula": "C12H16BBaBr8O8", "method": "ωB97M-V with the def2-TZVPD basis set", "elements": ["Ba", "O", "C", "O", "B", "O", "C", "O", "O", "C", "O", "C", "O", "O", "Br", "C", "C", "Br", "H", "H", "H", "H", "Br", "C", "C", "Br", "H", "H", "H", "H", "Br", "C", "C", "Br", "H", "H", "H", "H", "Br", "C", "C", "Br", "H", "H", "H", "H"], "coordinates": [[-18.667963, -9.791806, -9.905542], [-25.678264, -9.819333, -15.181561], [-25.102800, -9.581605, -14.179823], [-23.768076, -9.500950, -14.011099], [-23.488256, -9.441974, -12.602937], [-24.722688, -9.340540, -11.893550], [-25.747125, -9.410006, -12.784365], [-26.892521, -9.481381, -12.507782], [-22.567420, -8.266889, -12.283437], [-21.527095, -8.686821, -11.674676], [-20.542697, -8.096532, -11.262332], [-21.600447, -10.220742, -11.595655], [-22.664201, -10.633173, -12.152455], [-20.742845, -10.883526, -11.031135], [-21.688680, -7.708177, -16.284734], [-20.687682, -9.102051, -15.397735], [-19.395796, -8.559639, -14.856514], [-18.489455, -10.026228, -13.898764], [-20.502531, -9.865523, -16.151079], [-21.341431, -9.557037, -14.659805], [-19.557410, -7.775434, -14.123579], [-18.724395, -8.240947, -15.643941], [-31.093557, -11.172417, -14.936550], [-30.468395, -9.430055, -15.471942], [-29.164130, -9.138996, -14.784830], [-28.392063, -7.522025, -15.558170], [-31.210059, -8.652603, -15.305318], [-30.344127, -9.445377, -16.554530], [-28.435753, -9.925226, -14.926774], [-29.341961, -8.915632, -13.739494], [-20.873634, -13.224306, -14.021475], [-22.602826, -12.667572, -14.756947], [-22.799083, -13.256921, -16.147658], [-21.758852, -12.314072, -17.466073], [-22.642711, -11.587094, -14.813805], [-23.335794, -13.101034, -14.083535], [-23.861698, -13.203912, -16.385953], [-22.538607, -14.311489, -16.165630], [-23.528002, -12.917543, -9.138897], [-24.953118, -11.634625, -9.541341], [-26.084101, -11.720520, -8.564119], [-26.919517, -13.450515, -8.564439], [-25.305422, -11.884284, -10.539664], [-24.493234, -10.654093, -9.603493], [-26.839692, -10.978527, -8.817660], [-25.771725, -11.515186, -7.543514]], "forces_ev_per_angstrom": [[-1.185, 0.131, -1.297], [-0.058, -0.039, -0.444], [-0.146, 0.099, 0.326], [0.226, -0.166, 0.110], [-0.422, 0.479, -0.522], [-0.064, 0.072, 0.048], [0.452, -0.573, 0.160], [-0.277, 0.245, 0.062], [0.298, 0.253, 0.292], [-0.023, -0.741, -0.575], [0.563, 0.164, 0.653], [-0.297, 0.070, 0.195], [-0.045, -0.098, 0.035], [0.929, -0.056, 0.586], [0.097, 0.096, 0.109], [-0.116, -0.521, -0.550], [-0.385, 0.101, 0.294], [0.162, 0.054, 0.321], [0.029, 0.024, 0.013], [0.039, 0.203, 0.204], [0.110, 0.064, -0.037], [0.111, 0.018, 0.040], [-0.228, -0.042, 0.130], [0.182, 0.467, -0.974], [-0.266, 0.317, 0.054], [0.004, 0.016, 0.052], [-0.151, -0.246, 0.462], [0.117, -0.301, 0.067], [0.091, -0.036, 0.106], [0.284, -0.152, 0.109], [-0.106, 0.289, -0.012], [0.193, -0.674, -0.650], [-0.320, -0.194, 0.723], [-0.055, -0.061, -0.110], [-0.019, 0.054, 0.329], [-0.081, 0.236, 0.111], [0.107, 0.334, -0.289], [0.241, 0.051, -0.114], [0.047, 0.282, -0.037], [0.061, -0.367, -0.539], [0.018, 0.494, 0.448], [-0.187, -0.126, -0.031], [0.083, -0.094, 0.006], [-0.063, 0.086, 0.292], [-0.059, -0.101, -0.163], [0.108, -0.111, 0.006]], "mulliken_charge": [1.80, -0.52, 0.52, -0.42, 0.98, -0.73, 0.43, -0.52, -0.26, 0.46, -0.78, 0.68, 0.19, -0.89, -0.10, 0.08, -0.53, -0.25, 0.32, -0.40, 0.35, 0.50, -0.17, -0.59, -0.57, -0.19, 0.40, 0.39, 0.35, 0.38, -0.15, -0.11, -0.62, -0.14, -0.15, 0.40, 0.40, 0.45, -0.16, -0.40, -0.63, -0.13, 0.27, 0.23, 0.41, 0.39], "orbital_gap_ha": 0.21399, "e_above_lowest_kcal_mol": 0.0, "spin_multiplicity": 1, "charge": 1}


{"formula": "C12H16BBrCl2F4O2PdSe2", "method": "ωB97M-V with the def2-TZVPD basis set", "elements": ["Pd", "Cl", "C", "Cl", "H", "H", "O", "C", "C", "C", "O", "C", "Se", "C", "Se", "H", "H", "H", "H", "H", "H", "H", "H", "H", "H", "Br", "C", "C", "C", "C", "C", "C", "H", "H", "H", "H", "F", "B", "F", "F", "F"], "coordinates": [[0.228333, -0.229515, -0.238883], [-1.848948, 0.350635, 1.577077], [-2.115374, -1.406517, 1.773624], [-0.589363, -2.282167, 1.573481], [-2.792628, -1.733467, 0.993778], [-2.483918, -1.575179, 2.777218], [2.165097, 1.223583, -5.844303], [1.779048, 2.182046, -4.871704], [1.081368, 1.450716, -3.715617], [-0.134041, 0.726805, -4.305399], [-1.037356, 0.408412, -3.283944], [2.131353, 0.538461, -3.065922], [1.525548, -1.004646, -2.092325], [0.698033, 2.532480, -2.699776], [0.021129, 2.041699, -0.930172], [2.572525, 1.676630, -6.587459], [1.086936, 2.915203, -5.301571], [2.653540, 2.721092, -4.486575], [0.223521, -0.154950, -4.846497], [-0.607560, 1.396301, -5.037411], [-1.593625, -0.349019, -3.512470], [2.793020, 1.140744, -2.440914], [2.748676, 0.084789, -3.847340], [-0.113345, 3.150103, -3.094022], [1.566747, 3.164569, -2.520600], [5.230037, 1.135445, 3.876022], [3.839695, 0.791273, 2.643322], [2.551594, 0.592426, 3.100705], [1.533969, 0.330670, 2.191315], [1.803437, 0.256431, 0.829306], [3.100477, 0.480167, 0.383837], [4.118448, 0.740940, 1.288942], [2.330086, 0.642426, 4.157797], [0.536220, 0.195310, 2.579884], [3.354272, 0.435788, -0.660939], [5.127139, 0.901378, 0.933468], [-1.787240, -0.966772, -1.033103], [-2.003057, -2.301277, -1.620448], [-3.058521, -2.865570, -0.913202], [-0.834063, -3.035066, -1.448761], [-2.308410, -2.109576, -2.963219]], "forces_ev_per_angstrom": [[-0.377, -0.088, -0.283], [-0.079, -0.075, 0.116], [-0.033, 0.064, -0.036], [0.058, -0.026, 0.038], [-0.023, -0.005, -0.014], [-0.007, -0.017, 0.000], [-0.020, -0.001, 0.016], [0.044, 0.088, 0.063], [0.073, -0.001, 0.028], [0.072, -0.062, -0.027], [-0.130, 0.174, -0.017], [0.035, 0.074, -0.129], [-0.314, 0.071, 0.190], [-0.071, -0.085, -0.028], [0.169, -0.057, 0.051], [-0.003, -0.003, -0.006], [0.001, 0.006, 0.019], [0.015, -0.011, -0.011], [-0.066, -0.035, 0.029], [0.054, -0.019, -0.037], [0.115, -0.120, 0.052], [0.046, 0.009, -0.026], [-0.049, -0.060, -0.016], [-0.031, -0.042, 0.009], [-0.003, 0.016, 0.014], [0.016, 0.011, 0.012], [-0.032, -0.012, -0.031], [-0.015, 0.007, 0.019], [-0.042, 0.008, -0.005], [0.332, 0.152, 0.076], [0.002, 0.019, 0.016], [0.035, 0.010, 0.001], [0.002, -0.003, -0.002], [0.009, -0.023, -0.017], [-0.010, -0.011, -0.014], [-0.004, -0.003, 0.004], [0.274, -0.084, -0.028], [-0.099, -0.097, 0.035], [0.015, 0.050, -0.001], [0.016, 0.139, -0.032], [0.025, 0.043, -0.026]], "mulliken_charge": [0.26, -0.08, -0.16, -0.06, 0.13, 0.40, -0.52, -1.39, 1.97, -1.16, -0.32, -1.58, -0.06, -1.53, -0.09, 0.34, 0.51, 0.41, 0.46, 0.46, 0.28, 0.45, 0.63, 0.49, 0.53, -0.19, 0.06, -0.77, -0.09, 0.97, 0.23, -0.84, 0.43, 0.12, 0.27, 0.43, -0.39, 0.52, -0.36, -0.38, -0.41], "orbital_gap_ha": [0.22593, 0.22591], "e_above_lowest_kcal_mol": 31.3, "spin_multiplicity": 1}


{"formula": "C12H16ClMnNO2S3", "method": "ωB97M-V with the def2-TZVPD basis set", "elements": ["Mn", "O", "C", "O", "C", "C", "C", "C", "C", "N", "H", "H", "H", "H", "C", "C", "S", "C", "C", "S", "C", "C", "S", "H", "H", "H", "H", "H", "H", "H", "H", "H", "H", "H", "H", "Cl"], "coordinates": [[1.303306, -0.711906, -1.243167], [4.908706, 1.114794, -1.160367], [3.741606, 0.779694, -1.143167], [3.265706, -0.385206, -0.961867], [2.656706, 1.859094, -1.331067], [2.926206, 3.190394, -1.057467], [1.910706, 4.120994, -1.199767], [0.671706, 3.683994, -1.650767], [0.486906, 2.338794, -1.911667], [1.447106, 1.425494, -1.734367], [3.916706, 3.461994, -0.725867], [2.082206, 5.160994, -0.968567], [-0.137794, 4.375594, -1.809867], [-0.460294, 1.960894, -2.281167], [-2.745094, -2.726306, 0.357733], [-3.068294, -1.409606, -0.326467], [-1.685794, -0.290106, -0.799767], [-1.461394, 0.803094, 0.647433], [-0.757994, 0.219294, 1.858733], [0.818706, -0.660106, 1.535933], [0.317906, -2.422406, 1.294133], [-0.622094, -3.008906, 2.321333], [-2.401394, -2.577606, 2.150633], [-1.914294, -3.243506, -0.112267], [-3.633594, -3.355906, 0.293633], [-3.759094, -0.818806, 0.272633], [-3.528994, -1.634506, -1.290167], [-2.443194, 1.179594, 0.939133], [-0.878694, 1.627894, 0.232933], [-1.401394, -0.470106, 2.398833], [-0.468494, 1.037194, 2.523733], [1.279406, -2.938406, 1.359933], [-0.064394, -2.532406, 0.273533], [-0.372294, -2.677006, 3.330433], [-0.551194, -4.097806, 2.280333], [0.622206, -2.379206, -2.363267]], "forces_ev_per_angstrom": [[0.634, 1.509, 1.066], [0.001, 0.247, 0.019], [0.036, 0.460, 0.071], [-0.183, -0.623, 0.046], [0.156, -0.280, -0.032], [-0.121, 0.070, -0.076], [0.009, -0.324, -0.035], [0.074, -0.022, -0.081], [-0.090, -0.022, -0.164], [0.238, 0.518, 0.386], [0.075, -0.056, -0.041], [-0.008, 0.108, -0.001], [-0.150, 0.079, -0.008], [-0.023, 0.046, 0.052], [0.079, 0.053, 0.590], [0.487, 0.234, -0.297], [-0.112, 0.079, 0.579], [-0.179, -0.351, -0.393], [0.518, -0.020, 0.016], [-0.392, -0.223, -0.256], [0.145, 0.534, -0.099], [-0.493, -0.035, -0.137], [-0.002, -0.281, -0.170], [-0.033, -0.081, -0.184], [0.082, -0.086, -0.078], [-0.111, 0.009, -0.056], [-0.115, 0.073, 0.052], [0.029, 0.122, 0.022], [-0.069, 0.044, 0.095], [0.063, 0.252, 0.001], [-0.057, -0.058, 0.021], [-0.058, -0.016, -0.112], [0.116, -0.139, 0.275], [0.061, -0.088, -0.002], [0.070, 0.075, 0.071], [-0.677, -1.807, -1.140]], "mulliken_spin": [4.76, 0.01, 0.00, 0.06, -0.01, -0.01, 0.01, 0.00, -0.01, 0.06, 0.00, 0.00, 0.00, 0.00, 0.00, 0.01, 0.01, 0.00, 0.00, 0.03, -0.01, 0.01, 0.00, 0.00, 0.00, 0.00, 0.00, 0.00, 0.00, 0.00, 0.00, 0.00, -0.01, 0.00, 0.00, 0.10], "orbital_gap_ha": [0.32361, 0.33041], "e_above_lowest_kcal_mol": 9.5, "spin_multiplicity": 6}